A structure of composition C35H37Br2Cl2CrN7O3SSe at a distorted geometry, computed with ωB97M-V with the def2-TZVPD basis set.

The gap between HOMO and LUMO (alpha / beta) comes out at 5.375 / 4.721 eV. Its multiplicity is 5. For the LUMO energy (alpha / beta), the calculation gives -0.611 / -1.262 eV. The net charge is 0.

Each line ends with the Mulliken spin population.
CARTESIAN COORDINATES (ANGSTROEM)
Cr 1.6199 -0.0692 2.4785  3.17
Br -0.0966 1.5115 2.8376  0.03
C -0.2977 -0.3176 5.7311  0.85
Br 1.0230 -1.2240 4.7057  0.03
H -1.3003 -0.5179 5.3977  0.04
H -0.1114 -0.3144 6.7909  0.02
N -1.6815 -7.4370 2.2462  0.00
C -1.4041 -6.1770 1.7863  0.00
C -0.6012 -6.0022 0.6536  0.00
C -0.3401 -4.7382 0.1711  0.00
C -0.8823 -3.6421 0.8161  0.00
C -1.6809 -3.7907 1.9341  0.00
C -1.9533 -5.0538 2.4147  0.00
S -0.4042 -2.0032 0.3435  0.01
O -1.4829 -1.0853 0.5986  0.00
O 0.1327 -2.0118 -0.9909  0.00
N 0.7667 -1.6413 1.4514  -0.03
C 1.9370 -2.2535 1.3748  -0.03
N 2.8795 -1.5807 2.0917  -0.02
C 4.1118 -2.0600 2.1077  0.00
C 4.4371 -3.2224 1.4269  0.00
C 3.4044 -3.8457 0.7362  0.00
N 2.1701 -3.3764 0.7046  0.00
H -1.0877 -8.1905 1.9478  0.00
H -2.0760 -7.5243 3.1660  0.00
H -0.1735 -6.8670 0.1704  0.00
H 0.2836 -4.5733 -0.6917  0.00
H -2.0834 -2.9058 2.4027  0.00
H -2.5758 -5.1819 3.2864  0.00
H 4.8485 -1.5011 2.6742  0.00
H 5.4388 -3.6167 1.4350  0.00
H 3.5711 -4.7528 0.1700  0.00
Cl 3.6525 1.0741 -1.8061  0.00
C 4.2486 1.4550 -0.2450  0.01
C 5.5052 2.0251 -0.0690  -0.01
C 5.9593 2.3330 1.1952  0.02
Cl 7.4993 3.0976 1.3700  0.00
C 5.1956 2.0609 2.3489  -0.02
C 5.5829 2.3363 3.6769  0.03
C 4.7120 2.0157 4.6925  -0.01
C 3.4888 1.4077 4.4070  0.04
N 3.1054 1.0978 3.1735  -0.10
C 3.9335 1.4511 2.1532  0.01
C 3.4309 1.1648 0.8524  -0.02
O 2.2540 0.6475 0.7783  -0.06
H 6.1164 2.2364 -0.9313  0.00
H 6.5383 2.8036 3.8653  0.00
H 4.9737 2.2198 5.7179  0.00
H 2.7998 1.1622 5.2032  0.01
C -0.4133 2.7596 -4.3489  0.00
C 0.4061 1.5085 -4.6507  0.00
C -0.4498 0.2601 -4.8846  0.00
C -0.8656 -0.4860 -3.6108  0.00
N -1.7670 0.2480 -2.7614  0.00
C -1.4345 0.8833 -1.6081  0.00
Se 0.2526 0.9746 -0.9065  0.01
N -2.5529 1.4251 -1.0743  0.00
C -2.6140 2.2120 0.1321  -0.01
C -1.9504 3.5797 -0.0286  0.00
C -2.6377 4.4947 -1.0424  0.00
C -4.0360 4.9291 -0.6155  0.00
C -3.6215 1.1161 -1.8776  0.00
C -4.9771 1.3944 -1.7842  0.00
C -5.7957 0.9561 -2.8092  0.00
C -5.2875 0.2526 -3.8976  0.00
C -3.9433 -0.0610 -3.9899  0.00
C -3.1181 0.3756 -2.9642  0.00
H 0.2477 3.6158 -4.2230  0.00
H -0.9828 2.6409 -3.4299  0.00
H -1.1053 2.9727 -5.1643  0.00
H 1.1011 1.3207 -3.8289  0.00
H 0.9995 1.6909 -5.5501  0.00
H 0.1233 -0.4546 -5.4800  0.00
H -1.3386 0.5326 -5.4599  0.00
H 0.0143 -0.7477 -3.0168  0.00
H -1.3648 -1.4184 -3.8946  0.00
H -2.1213 1.6654 0.9384  0.01
H -3.6649 2.3340 0.3905  0.00
H -0.9108 3.4262 -0.3292  0.00
H -1.9384 4.0521 0.9533  0.00
H -2.6924 4.0035 -2.0170  0.00
H -2.0177 5.3838 -1.1681  0.00
H -4.7305 4.0948 -0.6190  0.00
H -4.4297 5.6811 -1.2956  0.00
H -4.0116 5.3514 0.3855  0.00
H -5.3880 1.9279 -0.9438  0.00
H -6.8547 1.1635 -2.7660  0.00
H -5.9580 -0.0592 -4.6835  0.00
H -3.5581 -0.6219 -4.8273  0.00